Formula: C4H13N2
Source: the Open Molecules 2025 dataset
Level of theory: ωB97M-V/def2-TZVPD

## Properties
Max |F|   0.029 hartree/bohr
Kohn-Sham gap   11.0 eV
SMILES   C[C@@H](N)CC[NH3+]
Total charge   +1

Geometry (Å):
C1 -2.0259 -0.2413 -1.1226
C2 -0.8527 -0.0338 -0.1525
C3 0.4024 0.3616 -0.9487
C4 1.6709 0.5878 -0.0949
N1 1.3387 0.6186 1.3872
N2 -0.5377 -1.1974 0.6910
H1 -1.6886 -0.9308 -1.9112
H2 -2.3443 0.6751 -1.6082
H3 -2.8531 -0.7873 -0.6665
H4 -1.2178 0.7369 0.5200
H5 0.1951 1.2297 -1.5539
H6 0.5568 -0.5496 -1.5266
H7 2.3545 -0.2453 -0.2007
H8 2.1450 1.5381 -0.2856
H9 2.1702 0.8430 1.9263
H10 0.8002 -0.2813 1.5695
H11 0.6574 1.3604 1.5425
H12 -0.1187 -1.9305 0.1210
H13 -1.3320 -1.5584 1.2032


Formula: C5H10O3
Source: the Open Molecules 2025 dataset
Level of theory: ωB97M-V/def2-TZVPD

## Properties
Max |F|   0.102 hartree/bohr
Kohn-Sham gap   10.4 eV
SMILES   C=CCCC(=O)O.O
Total charge   0

Geometry (Å):
O1 0.6789 -1.5926 3.5935
C1 0.3587 -0.5658 2.9983
O2 -1.0146 -0.3242 2.7956
C2 1.2257 0.3914 2.2970
C3 1.6165 0.2770 0.7785
C4 0.3466 -0.1207 0.0424
C5 0.3808 -0.9683 -1.0522
H1 -1.5870 -1.0313 2.7803
H2 0.7834 1.4322 2.4591
H3 2.3146 0.3310 2.8177
H4 1.8167 1.3773 0.4966
H5 2.3409 -0.4792 0.8283
H6 -0.6361 0.4242 0.4598
H7 1.2299 -1.3541 -1.4599
H8 -0.4881 -1.4306 -1.4538
H9 -2.4317 1.5388 -6.0000
H10 -3.6755 0.8511 -6.6102
O3 -3.2596 1.2438 -5.7711


How do the records compare in energy above the lowest of the compared OMol25 structures with the same formula, charge and spin? In the order shown, they have 14.4, 63.4 kcal per mole.
How do the records compare in E_LUMO? In the order shown, they have -3.25, 0.83 eV.